Entry 1:
Computed, not measured: a 7-piece molecular cluster, C26H43Cl12N3O3 overall, with ωB97M-V with the def2-TZVPD basis set.

Element x y z (Å)
1 N 2.987 -0.287 0.579
2 C 3.798 -1.125 -0.370
3 C 5.097 -0.383 -0.901
4 C 4.765 0.490 -2.227
5 C 4.985 2.012 -1.921
6 C 6.342 2.716 -1.946
7 C 6.425 4.200 -1.621
8 C 5.218 5.039 -1.233
9 C 3.898 4.336 -1.213
10 C 3.818 2.869 -1.570
11 C 2.282 2.568 -1.463
12 O 1.691 1.714 -2.119
13 N 1.809 3.533 -0.500
14 C 0.350 3.598 -0.232
15 C -0.277 2.200 0.240
16 O 0.673 1.302 0.831
17 C -1.166 1.496 -0.903
18 N -2.283 0.691 -0.288
19 C 2.438 4.810 -0.870
20 O 1.898 5.904 -0.886
21 H 3.266 -0.530 1.534
22 H 3.221 0.707 0.469
23 H 3.152 -1.527 -1.217
24 H 4.122 -2.051 0.214
25 H 5.926 -1.102 -1.212
26 H 5.453 0.357 -0.119
27 H 3.660 0.302 -2.431
28 H 5.316 0.109 -3.133
29 H 7.282 2.142 -2.212
30 H 7.438 4.705 -1.668
31 H 5.259 6.133 -0.994
32 H 0.150 4.346 0.604
33 H -0.155 4.043 -1.144
34 H -1.027 2.449 1.063
35 H 0.896 0.601 0.180
36 H -1.566 2.282 -1.622
37 H -0.572 0.770 -1.529
38 H -2.261 -0.222 -0.770
39 H -3.183 1.106 -0.560
40 Cl -2.620 -2.499 2.150
41 C -2.476 -0.753 2.491
42 C -2.912 -0.412 3.899
43 Cl -4.670 -0.615 4.126
44 H -3.061 -0.213 1.746
45 H -1.427 -0.488 2.353
46 H -2.683 0.633 4.113
47 H -2.402 -1.029 4.638
48 Cl -0.805 -4.285 -0.906
49 C -2.522 -4.751 -0.823
50 C -3.283 -4.353 -2.069
51 Cl -3.465 -2.586 -2.212
52 H -2.952 -4.298 0.071
53 H -2.551 -5.835 -0.702
54 H -4.290 -4.773 -2.037
55 H -2.791 -4.717 -2.972
56 Cl -4.476 -5.807 2.536
57 C -5.442 -4.367 2.953
58 C -6.920 -4.679 3.045
59 Cl -7.628 -5.057 1.453
60 H -5.240 -3.597 2.209
61 H -5.078 -4.011 3.918
62 H -7.457 -3.812 3.432
63 H -7.111 -5.522 3.709
64 Cl -2.163 4.546 -0.548
65 C -3.769 5.026 -1.170
66 C -4.909 4.545 -0.295
67 Cl -5.118 2.780 -0.349
68 H -3.859 4.648 -2.189
69 H -3.774 6.116 -1.209
70 H -5.848 4.981 -0.641
71 H -4.764 4.835 0.746
72 Cl 0.219 -1.876 3.816
73 C 1.367 -2.291 5.112
74 C 0.671 -2.874 6.323
75 Cl -0.317 -1.663 7.178
76 H 1.930 -1.392 5.368
77 H 2.063 -3.022 4.698
78 H 1.411 -3.239 7.036
79 H 0.022 -3.707 6.049
80 Cl 4.461 -0.824 -5.980
81 C 2.805 -1.445 -6.201
82 C 2.004 -1.405 -4.918
83 Cl 2.599 -2.577 -3.716
84 H 2.874 -2.458 -6.598
85 H 2.329 -0.816 -6.954
86 H 0.963 -1.662 -5.123
87 H 2.024 -0.414 -4.463

Summary:
total charge	0
multiplicity	1
SMILES string	NCCCc1cccc2c1C(=O)N(C[C@H](O)CN)C2=O.ClCCCl.ClCCCl.ClCCCl.ClCCCl.ClCCCl.ClCCCl
HOMO	-9.16	eV
energy relative to the best compared isomer or geometry (same formula, charge and spin)	2.8479	eV



Entry 2:
Computed, not measured: C26H43Cl3N3NdO3Si as an isolated structure, with ωB97M-V with the def2-TZVPD basis set.

Element x y z (Å)
1 C -3.763 -1.532 2.209
2 C -3.578 -2.570 1.146
3 H -4.487 -0.767 1.893
4 H -2.800 -1.041 2.408
5 H -4.099 -1.991 3.155
6 C -4.653 -3.213 0.634
7 C -6.072 -2.821 0.849
8 H -4.537 -4.155 0.109
9 H -6.206 -1.740 0.673
10 H -6.456 -3.075 1.849
11 H -6.704 -3.337 0.124
12 Nd 0.712 0.535 1.670
13 Cl 0.972 1.509 4.009
14 Cl 0.907 -1.978 2.425
15 C 3.669 -0.602 0.586
16 O 2.779 0.310 0.504
17 N 4.263 -1.142 -0.476
18 C 4.024 -0.597 -1.811
19 C 4.860 -2.479 -0.371
20 H 3.994 -1.002 1.565
21 H 4.163 0.490 -1.820
22 H 3.018 -0.852 -2.164
23 H 4.735 -1.042 -2.502
24 H 5.428 -2.529 0.571
25 H 5.515 -2.662 -1.223
26 H 4.080 -3.257 -0.367
27 H -2.213 6.008 1.638
28 H -3.004 2.660 0.256
29 C -1.967 5.749 0.598
30 C -2.636 3.503 -0.333
31 N -1.689 4.313 0.446
32 H -1.079 6.333 0.329
33 C -0.672 3.734 1.081
34 O -0.481 2.474 1.057
35 H -2.169 3.090 -1.237
36 H -0.004 4.425 1.639
37 H -2.814 6.014 -0.045
38 H -3.464 4.156 -0.644
39 O -1.455 -1.602 0.373
40 C -2.107 -2.833 0.737
41 C -2.696 -4.000 -1.468
42 C -1.967 -3.981 -0.276
43 H -3.439 -3.215 -1.643
44 C -2.562 -5.059 -2.385
45 H -1.552 -3.087 1.656
46 C -1.181 -5.106 0.034
47 H -3.069 -4.982 -3.340
48 C -1.765 -6.158 -2.082
49 C -1.099 -6.189 -0.845
50 H -0.696 -5.136 1.012
51 H -1.649 -6.961 -2.807
52 H -0.476 -7.052 -0.603
53 Si -1.320 -1.121 -1.357
54 Cl -3.242 -0.292 -1.405
55 C -1.669 -1.729 -3.178
56 C 0.251 -2.323 -1.644
57 C -0.176 0.373 -1.151
58 H -1.158 -2.653 -3.453
59 H -1.317 -0.944 -3.861
60 H -2.731 -1.907 -3.388
61 H -0.682 1.161 -0.568
62 H 0.088 0.812 -2.115
63 H 0.809 0.101 -0.729
64 H -0.117 -3.351 -1.789
65 H 0.959 -2.339 -0.795
66 H 0.787 -2.037 -2.558
67 C 5.363 6.617 1.158
68 C 4.421 5.446 1.307
69 C 4.074 4.993 2.586
70 C 3.214 3.884 2.687
71 N 2.700 3.269 1.620
72 C 3.040 3.691 0.402
73 C 3.899 4.779 0.192
74 H 4.933 7.519 1.619
75 H 6.332 6.438 1.656
76 H 5.563 6.837 0.101
77 H 4.458 5.467 3.483
78 H 2.912 3.509 3.665
79 H 2.601 3.165 -0.447
80 H 4.150 5.078 -0.827

Summary:
total charge	0
multiplicity	4
⟨S²⟩	3.7526
HOMO (alpha / beta)	-6.61 / -6.61	eV
energy relative to the best compared isomer or geometry (same formula, charge and spin)	2.7337	eV



Entry 3:
Computed, not measured: C26H43MnN4O8S2Si as an isolated structure, with ωB97M-V with the def2-TZVPD basis set.

Element x y z (Å)
1 Mn 0.057 0.013 -0.086
2 C 1.981 2.344 2.126
3 C 0.531 2.420 2.531
4 C -0.047 3.774 2.144
5 C 0.377 2.160 4.021
6 O -0.156 1.343 1.771
7 Si -1.716 0.792 1.977
8 S -2.144 -0.458 0.337
9 O -1.966 0.080 3.410
10 C -1.730 -1.181 4.064
11 C -2.902 -2.097 3.746
12 C -0.421 -1.791 3.591
13 C -1.678 -0.874 5.552
14 O -2.678 2.116 1.936
15 C -4.028 2.355 2.366
16 C -4.473 3.600 1.618
17 C -4.924 1.173 2.015
18 C -4.029 2.606 3.869
19 H 2.552 3.055 2.728
20 H 2.118 2.609 1.075
21 H 2.387 1.344 2.287
22 H 0.544 4.555 2.631
23 H -1.087 3.876 2.442
24 H 0.020 3.917 1.061
25 H 0.880 2.960 4.568
26 H 0.839 1.208 4.295
27 H -0.671 2.139 4.325
28 H -2.999 -2.216 2.664
29 H -3.833 -1.680 4.142
30 H -2.742 -3.083 4.193
31 H -0.501 -2.177 2.574
32 H -0.136 -2.616 4.249
33 H 0.382 -1.049 3.606
34 H -2.561 -0.302 5.849
35 H -0.786 -0.288 5.792
36 H -1.652 -1.802 6.131
37 H -4.451 3.420 0.539
38 H -3.807 4.436 1.847
39 H -5.493 3.875 1.905
40 H -4.832 0.926 0.954
41 H -5.966 1.421 2.230
42 H -4.650 0.287 2.599
43 H -3.482 3.525 4.103
44 H -3.553 1.772 4.390
45 H -5.055 2.711 4.237
46 C 1.382 -3.180 -2.494
47 C 0.290 -2.747 -1.545
48 C -0.912 -3.671 -1.598
49 O -0.108 -1.398 -1.923
50 C 0.812 -2.730 -0.098
51 O 1.246 -3.748 0.383
52 O 0.721 -1.589 0.563
53 H 0.974 -3.292 -3.503
54 H 1.798 -4.131 -2.161
55 H 2.176 -2.437 -2.524
56 H -1.244 -3.804 -2.634
57 H -1.737 -3.273 -0.998
58 H -0.632 -4.642 -1.191
59 H -1.018 -1.430 -2.233
60 N 5.954 -2.746 -4.628
61 C 5.376 -1.924 -3.673
62 C 5.150 -2.394 -2.376
63 C 4.540 -1.589 -1.435
64 C 4.149 -0.296 -1.784
65 C 4.373 0.188 -3.071
66 C 4.974 -0.626 -4.009
67 S 3.455 0.723 -0.546
68 O 3.688 0.064 0.703
69 O 3.890 2.069 -0.762
70 N 1.809 0.693 -0.728
71 C 1.133 1.502 -1.602
72 N -0.168 1.616 -1.210
73 C -0.991 2.388 -1.916
74 C -0.533 3.076 -3.006
75 C 0.799 2.848 -3.374
76 N 1.632 2.060 -2.714
77 H 6.462 -3.545 -4.296
78 H 6.361 -2.301 -5.431
79 H 5.453 -3.403 -2.111
80 H 4.367 -1.946 -0.427
81 H 4.070 1.198 -3.319
82 H 5.144 -0.260 -5.016
83 H -2.015 2.439 -1.565
84 H -1.178 3.738 -3.565
85 H 1.202 3.315 -4.271

Summary:
total charge	0
multiplicity	5
⟨S²⟩	6.0630
HOMO (alpha / beta)	-8.29 / -8.31	eV



Entry 4:
Computed, not measured: C26H43N3O3PRu as an isolated structure, with ωB97M-V with the def2-TZVPD basis set.

Element x y z (Å)
1 C 1.661 0.456 -1.898
2 N 1.434 1.069 -0.649
3 C 2.502 1.393 0.102
4 C 3.810 1.168 -0.310
5 C 4.062 0.694 -1.585
6 C 2.986 0.432 -2.399
7 Ru -0.412 1.820 0.236
8 C -1.267 0.092 0.719
9 O -2.393 -0.099 1.199
10 C 2.317 2.043 1.436
11 N 0.890 2.209 1.861
12 C 0.513 3.638 2.162
13 C 0.810 4.516 0.970
14 C 0.664 -0.188 -2.710
15 P -0.014 -1.801 -2.353
16 C 1.057 -3.228 -2.856
17 C 0.912 -3.640 -4.326
18 C -1.676 -1.662 -3.133
19 C -2.480 -2.944 -2.882
20 C -2.434 -0.509 -2.443
21 C -1.538 -1.355 -4.635
22 C 2.532 -2.908 -2.565
23 C 0.709 -4.500 -2.047
24 C 0.541 1.288 3.033
25 C 1.084 1.714 4.387
26 H 4.587 1.420 0.409
27 H 5.083 0.558 -1.935
28 H 3.146 0.112 -3.429
29 H 0.325 0.356 -3.602
30 H -3.351 -0.321 -3.022
31 H -2.722 -0.776 -1.416
32 H -1.849 0.421 -2.421
33 H -2.530 -1.482 -5.094
34 H -1.210 -0.321 -4.803
35 H -0.834 -2.028 -5.142
36 H -3.501 -2.767 -3.254
37 H -2.062 -3.818 -3.397
38 H -2.541 -3.148 -1.803
39 H 1.596 -4.487 -4.473
40 H -0.100 -3.990 -4.568
41 H 1.202 -2.857 -5.033
42 H 2.936 -2.150 -3.244
43 H 2.704 -2.585 -1.530
44 H 3.091 -3.843 -2.720
45 H -0.216 -4.959 -2.411
46 H 1.531 -5.207 -2.218
47 H 0.627 -4.339 -0.971
48 H 2.833 1.432 2.192
49 H 2.813 3.026 1.453
50 H -0.566 3.598 2.366
51 H 1.028 3.967 3.072
52 H 0.927 0.308 2.727
53 H -0.554 1.257 3.019
54 H 0.988 2.785 4.567
55 H 0.494 1.200 5.151
56 H 2.128 1.417 4.499
57 H 0.481 5.525 1.245
58 H 1.883 4.575 0.758
59 H 0.260 4.223 0.060
60 C 0.799 -2.179 0.204
61 H 1.322 -1.200 0.183
62 H 1.527 -2.954 -0.033
63 H 0.359 -2.424 1.183
64 O -0.328 -2.213 -0.755
65 H -0.784 -0.955 0.644
66 O -1.828 2.968 -0.372
67 N -3.100 3.014 0.204
68 C -3.387 2.694 1.483
69 C -4.626 3.073 2.005
70 C -5.436 3.933 1.268
71 C -5.093 4.250 -0.048
72 C -3.958 3.696 -0.598
73 H -2.670 2.107 2.057
74 H -4.911 2.695 2.991
75 H -6.328 4.368 1.708
76 H -5.689 4.905 -0.681
77 H -3.574 3.877 -1.594

Summary:
total charge	+3
multiplicity	5
⟨S²⟩	6.0676
HOMO (alpha / beta)	-17.14 / -18.00	eV
energy relative to the best compared isomer or geometry (same formula, charge and spin)	0.1436	eV



Entry 5:
Computed, not measured: C26H44AsFN4NaO10SSbTe as an isolated structure, with ωB97M-V with the def2-TZVPD basis set.

Element x y z (Å)
1 Na -0.437 -0.425 -0.328
2 C 2.586 -3.246 -2.929
3 N 2.315 -3.818 -1.629
4 C 3.456 -4.081 -0.772
5 C 1.083 -3.728 -1.052
6 O 0.835 -4.176 0.050
7 C -0.025 -3.085 -1.897
8 O -0.989 -2.460 -1.098
9 C -1.879 -3.270 -0.361
10 C -2.125 -2.599 0.997
11 O -1.192 -2.131 1.617
12 N -3.393 -2.674 1.504
13 C -3.640 -1.892 2.703
14 C -4.571 -2.897 0.676
15 H 3.589 -3.545 -3.232
16 H 2.536 -2.154 -2.920
17 H 1.891 -3.618 -3.684
18 H 4.077 -4.878 -1.192
19 H 3.098 -4.366 0.213
20 H 4.056 -3.175 -0.653
21 H -0.464 -3.857 -2.548
22 H 0.370 -2.284 -2.520
23 H -1.427 -4.237 -0.133
24 H -2.789 -3.400 -0.946
25 H -2.718 -1.813 3.272
26 H -4.405 -2.385 3.307
27 H -3.981 -0.886 2.439
28 H -4.466 -3.797 0.073
29 H -4.782 -2.028 0.043
30 H -5.416 -3.059 1.347
31 Te 2.417 -1.711 2.648
32 C 3.828 -1.105 4.113
33 C 4.629 -1.838 4.957
34 C 5.472 -1.051 5.793
35 C 5.318 0.289 5.591
36 S 4.135 0.567 4.376
37 H 4.602 -2.919 4.972
38 H 6.159 -1.468 6.519
39 H 5.827 1.100 6.089
40 C -3.542 2.219 -0.072
41 C -3.570 0.683 -0.150
42 O -4.669 0.162 -0.435
43 O -2.489 0.089 0.090
44 H -3.929 2.643 -1.002
45 H -2.535 2.594 0.116
46 H -4.201 2.552 0.732
47 C 1.783 2.337 -0.922
48 As 2.573 0.574 -0.970
49 C 3.395 0.432 -2.706
50 C 4.097 0.719 0.196
51 O 1.673 -0.773 -0.635
52 H 2.543 3.031 -0.560
53 H 0.922 2.342 -0.257
54 H 1.465 2.587 -1.931
55 H 3.995 1.323 -2.902
56 H 2.605 0.365 -3.456
57 H 4.027 -0.454 -2.708
58 H 4.754 1.503 -0.187
59 H 4.605 -0.243 0.225
60 H 3.775 0.947 1.211
61 C -1.929 2.436 3.703
62 Sb -0.528 0.954 2.949
63 C 0.036 0.417 4.953
64 C 1.032 2.449 2.761
65 H -1.505 2.932 4.579
66 H -2.863 1.949 3.988
67 H -2.155 3.178 2.936
68 H 0.523 1.271 5.425
69 H 0.715 -0.433 4.921
70 H -0.859 0.149 5.519
71 H 1.375 2.764 3.747
72 H 0.655 3.314 2.209
73 H 1.876 2.020 2.220
74 F -1.918 5.643 -2.480
75 C -2.287 4.706 -3.367
76 C -2.006 3.411 -3.184
77 N -2.372 2.436 -4.078
78 C -1.963 1.050 -3.798
79 C -0.461 1.030 -3.421
80 O 0.344 1.376 -4.304
81 O -0.216 0.698 -2.239
82 C -3.079 2.736 -5.211
83 O -3.452 1.930 -6.040
84 N -3.364 4.092 -5.359
85 C -3.030 5.151 -4.533
86 O -3.351 6.297 -4.793
87 H -1.476 3.061 -2.306
88 H -2.133 0.481 -4.707
89 H -2.573 0.655 -2.985
90 H -3.893 4.321 -6.187

Summary:
total charge	-2
multiplicity	1
HOMO	-1.07	eV
energy relative to the best compared isomer or geometry (same formula, charge and spin)	1.6050	eV



| no. | largest force on an atom (eV Å⁻¹) | calculated total energy (a.u.) |
| --- | --- | --- |
| 1 | 3.5 | -6928.71398 |
| 2 | 4.1 | -3638.14915 |
| 3 | 1.5 | -4074.64774 |
| 4 | 4.8 | -1841.58470 |
| 5 | 0.6 | -5393.11576 |